DFT (the ωB97M-V functional and the def2-TZVPD basis) results for a structure of composition C2H3ClO2 at a distorted geometry.

max |F| = 10.16 eV/A
highest occupied orbital energy (spin up / spin down) = -0.208 / -0.381 Eh
⟨S²⟩ = 2.01
ΔE to the lowest compared entry with this formula, charge and spin = 42.8 kcal/mol
orbital gap (spin up / spin down) = 0.23597 / 0.29949 hartree
LUMO energy (spin up / spin down) = 0.77 / -2.22 eV

ORCA input file:
```
! wB97M-V def2-TZVPD RIJCOSX def2/J DEFGRID3
* xyz 0 3
C 0.634 -0.742 0.347
C -0.009 0.436 -0.246
O -0.627 -0.884 0.786
O -0.255 1.543 0.217
Cl -0.835 0.002 -1.684
H 0.941 -1.494 -0.385
H 1.302 -0.599 1.139
H -1.150 1.739 -0.174
*
```

The molecule's Mulliken atomic charges, reported in e, are given here: C -0.231; C 0.206; O -0.316; O -0.302; Cl -0.191; H 0.238; H 0.256; H 0.341